DFT (ωB97M-V with the def2-TZVPD basis set) results for a structure of composition C43H58BBrF2N10O2STi.

* charge: -2
* spin multiplicity: 3
* relative energy (zero: lowest compared OMol25 entry of this formula, charge and spin): 0.000 eV
* frontier orbital gap (spin up / spin down): 3.331 / 5.525 eV
* DFT total energy: -6417.8220 hartree
* HOMO (spin up / spin down): 0.0133 / -0.0673 hartree

XYZ file:
```
119
Properties=species:S:1:pos:R:3:lowdin_spin:R:1
Ti 0.994 -0.894 -0.224 1.03
C -3.721 1.550 -1.128 0.00
C -3.516 2.742 -2.056 0.00
C -4.099 4.025 -1.446 0.00
C -2.080 2.950 -2.444 0.00
C -1.642 3.639 -3.599 0.00
C -0.272 3.600 -3.510 0.00
N 0.056 2.927 -2.382 0.00
N -1.054 2.533 -1.722 0.00
B 1.537 2.647 -2.033 0.00
N 1.958 3.003 -0.599 0.00
C 2.947 3.890 -0.371 0.00
C 3.140 3.986 0.983 0.00
C 2.210 3.081 1.533 0.00
N 1.498 2.499 0.568 0.00
C 2.012 2.814 2.998 0.00
C 1.665 4.113 3.743 0.00
C 3.273 2.196 3.615 0.00
N 2.081 1.250 -2.551 0.00
C 2.892 1.300 -3.620 0.00
C 3.339 0.041 -3.919 0.00
C 2.747 -0.780 -2.956 0.00
N 1.976 -0.057 -2.128 0.00
C 2.944 -2.268 -2.908 0.00
C 2.329 -2.926 -4.150 0.00
C 4.434 -2.613 -2.823 0.00
H -4.780 1.281 -1.083 0.00
H -3.398 1.790 -0.110 0.00
H -3.155 0.679 -1.469 0.00
H -4.053 2.540 -2.986 0.00
H -3.540 4.295 -0.544 0.00
H -5.150 3.882 -1.170 0.00
H -4.033 4.862 -2.146 0.00
H -2.247 4.085 -4.375 0.00
H 0.489 3.984 -4.174 0.00
H 2.141 3.438 -2.715 0.00
H 3.443 4.389 -1.189 0.00
H 3.861 4.600 1.502 0.00
H 1.193 2.099 3.102 0.00
H 2.520 4.796 3.729 0.00
H 1.420 3.901 4.789 0.00
H 0.817 4.632 3.290 0.00
H 4.158 2.782 3.349 0.00
H 3.407 1.173 3.270 0.00
H 3.187 2.171 4.708 0.00
H 3.103 2.241 -4.102 0.00
H 4.000 -0.251 -4.720 0.00
H 2.454 -2.653 -2.024 0.00
H 2.862 -2.607 -5.054 0.00
H 1.273 -2.671 -4.264 0.00
H 2.402 -4.014 -4.069 0.00
H 4.956 -2.282 -3.729 0.00
H 4.557 -3.698 -2.734 0.00
H 4.894 -2.139 -1.957 0.00
F 3.742 0.618 -0.240 0.00
C 3.047 -0.464 0.346 0.00
F 3.908 -1.566 0.032 0.01
H 3.217 -0.312 1.411 0.00
Br -2.210 -1.446 7.149 0.00
C -1.553 -2.191 5.510 0.00
C -2.085 -3.387 5.068 0.00
C -1.606 -3.910 3.876 0.00
C -0.643 -3.232 3.139 0.01
C -0.135 -2.031 3.600 0.00
C -0.575 -1.512 4.810 0.00
C 0.904 -1.264 2.824 0.01
O 1.808 -0.739 3.429 0.01
O 0.728 -1.243 1.542 0.00
H -2.849 -3.896 5.639 0.00
H -1.997 -4.854 3.514 0.00
H -0.265 -3.638 2.207 0.00
H -0.151 -0.582 5.168 0.00
C -2.065 -2.348 0.321 0.00
C -1.873 -1.873 -1.091 0.01
C -2.772 -2.171 -2.092 0.00
C -2.292 -1.536 -3.258 0.00
C -1.121 -0.884 -2.910 0.00
C -0.396 -0.010 -3.894 0.00
N -0.818 -1.100 -1.573 0.01
H -1.898 -3.428 0.397 0.00
H -3.095 -2.154 0.639 0.00
H -1.411 -1.849 1.018 0.00
H -3.670 -2.767 -1.978 0.00
H -2.748 -1.521 -4.241 0.00
H -1.001 0.027 -4.803 0.00
H 0.592 -0.372 -4.175 0.00
H -0.283 1.014 -3.541 0.00
C -2.003 2.386 4.314 0.00
C -2.224 2.175 2.815 0.00
C -1.784 3.409 2.036 0.00
C -3.715 1.908 2.571 0.00
N -1.388 1.027 2.430 0.00
N -1.070 0.880 1.073 0.00
H -2.521 3.287 4.663 0.00
H -0.935 2.482 4.520 0.00
H -2.387 1.530 4.882 0.00
H -2.348 4.282 2.377 0.00
H -1.945 3.282 0.964 0.00
H -0.718 3.593 2.181 0.00
H -4.324 2.726 2.972 0.00
H -4.019 0.980 3.069 0.00
H -3.934 1.813 1.505 0.00
H -1.815 0.167 2.749 0.00
H -0.334 1.533 0.833 0.00
H -1.845 1.025 0.436 0.00
S 1.933 -5.337 1.076 0.17
C 2.022 -3.602 0.836 0.44
N 1.273 -3.110 -0.220 0.15
C 0.650 -4.162 -0.870 0.00
C -0.130 -4.100 -2.034 0.03
C -0.673 -5.256 -2.570 0.00
C -0.463 -6.508 -1.995 0.04
C 0.327 -6.603 -0.854 0.01
C 0.873 -5.449 -0.315 0.02
H 2.615 -3.010 1.508 0.02
H -0.316 -3.145 -2.504 0.00
H -1.285 -5.172 -3.462 0.00
H -0.903 -7.400 -2.430 0.00
H 0.522 -7.566 -0.391 0.00
```

---

DFT (ωB97M-V with the def2-TZVPD basis set) results for a structure of composition C43H58MoN2P2Sb2Si2.

* charge: +4
* spin multiplicity: 1
* relative energy (zero: lowest compared OMol25 entry of this formula, charge and spin): 0.000 eV
* frontier orbital gap: 5.370 eV
* DFT total energy: -3591.9080 hartree
* HOMO: -0.6587 hartree

XYZ file:
```
110
Properties=species:S:1:pos:R:3:mulliken_charge:R:1
Mo 0.151 0.217 -0.340 -1.50
C -1.938 -4.415 -0.189 -0.99
Si -1.353 -3.049 -1.300 0.01
C -2.694 -2.387 -2.401 -1.02
C 0.142 -3.730 -2.190 -1.08
N -0.824 -1.634 -0.246 0.34
P -0.908 -1.747 1.407 3.02
C -0.280 -0.063 1.438 -1.26
P -1.065 1.573 1.473 2.39
N -0.618 1.897 -0.174 0.00
Si -1.003 3.495 -1.156 0.07
C -1.816 2.823 -2.686 -0.76
C 0.669 4.250 -1.382 -0.84
C -2.108 4.571 -0.150 -0.95
C -0.310 2.648 2.644 0.96
C 1.000 2.405 3.070 -0.39
C 1.595 3.266 3.973 -0.68
C 0.888 4.369 4.445 -0.76
C -0.414 4.611 4.025 -0.97
C -1.024 3.754 3.124 -0.70
C -2.824 1.496 1.573 0.95
C -3.588 1.407 0.403 -0.31
C -4.968 1.426 0.492 -1.01
C -5.581 1.518 1.738 -0.81
C -4.821 1.567 2.902 -1.00
C -3.438 1.558 2.829 -0.58
C -2.478 -1.827 2.215 1.13
C -3.660 -1.881 1.475 0.13
C -4.874 -1.970 2.137 -0.82
C -4.909 -1.982 3.526 -0.84
C -3.735 -1.875 4.265 -0.98
C -2.516 -1.793 3.616 -0.55
C 0.245 -2.937 2.036 0.63
C 1.521 -2.987 1.459 -0.23
C 2.423 -3.956 1.850 -1.01
C 2.055 -4.893 2.814 -0.88
C 0.785 -4.866 3.371 -0.81
C -0.127 -3.896 2.982 -0.96
H -2.358 -5.176 -0.857 0.52
H -2.724 -4.160 0.520 0.27
H -1.116 -4.893 0.347 0.36
H -2.838 -3.035 -3.269 0.47
H -2.494 -1.378 -2.765 0.17
H -3.649 -2.365 -1.872 0.46
H -0.081 -4.786 -2.377 0.61
H 1.030 -3.713 -1.554 0.21
H 0.386 -3.319 -3.169 0.42
H -1.455 1.834 -2.979 -0.03
H -1.641 3.500 -3.526 0.50
H -2.898 2.759 -2.555 0.42
H 1.419 3.557 -1.761 0.11
H 1.026 4.679 -0.443 0.36
H 0.592 5.073 -2.099 0.43
H -3.051 4.111 0.145 0.31
H -2.357 5.421 -0.796 0.52
H -1.607 4.990 0.723 0.34
H 1.537 1.532 2.720 -0.19
H 2.600 3.078 4.325 0.53
H 1.354 5.039 5.156 0.47
H -0.959 5.464 4.406 0.50
H -2.042 3.940 2.808 0.66
H -3.113 1.344 -0.568 0.24
H -5.570 1.383 -0.406 0.54
H -6.661 1.551 1.803 0.50
H -5.307 1.632 3.866 0.55
H -2.850 1.615 3.737 0.63
H -3.634 -1.869 0.393 0.16
H -5.793 -2.043 1.571 0.54
H -5.858 -2.072 4.039 0.51
H -3.771 -1.871 5.346 0.52
H -1.605 -1.715 4.198 0.64
H 1.790 -2.286 0.673 -0.42
H 3.407 -4.006 1.402 0.56
H 2.759 -5.658 3.116 0.47
H 0.497 -5.609 4.102 0.52
H -1.124 -3.911 3.399 0.53
C -0.460 -0.959 -4.572 -1.17
Sb 0.913 -0.592 -2.999 0.32
C 1.582 1.357 -3.546 -1.07
C 2.673 -1.762 -3.442 -1.25
C 3.836 -0.840 -3.631 0.46
C 4.182 -0.446 -4.921 -0.71
C 5.227 0.437 -5.145 -0.78
C 5.942 0.943 -4.069 -0.77
C 5.615 0.548 -2.781 -0.60
C 4.567 -0.340 -2.544 0.59
C 4.307 -0.790 -1.140 -1.28
Sb 2.967 0.420 0.036 0.82
C 3.528 -0.213 1.983 -1.32
C 3.688 2.398 -0.156 -1.26
H -0.848 -1.972 -4.531 0.39
H 0.105 -0.813 -5.493 0.62
H -1.277 -0.242 -4.530 0.37
H 1.869 1.284 -4.596 0.60
H 2.465 1.649 -2.980 0.17
H 0.791 2.096 -3.447 0.40
H 2.419 -2.287 -4.363 0.92
H 2.794 -2.502 -2.656 0.55
H 3.642 -0.856 -5.768 0.50
H 5.493 0.715 -6.156 0.46
H 6.771 1.618 -4.234 0.47
H 6.212 0.905 -1.949 0.48
H 5.217 -0.724 -0.539 1.01
H 3.942 -1.814 -1.064 0.47
H 4.260 0.493 2.373 0.65
H 3.989 -1.196 1.893 0.46
H 2.674 -0.285 2.652 0.32
H 4.679 2.420 0.298 0.56
H 3.027 3.088 0.362 0.38
H 3.768 2.662 -1.209 0.37
```

---

DFT (ωB97M-V with the def2-TZVPD basis set) results for a structure of composition C43H58OP2S2Si4Ti.

* charge: -2
* spin multiplicity: 3
* relative energy (zero: lowest compared OMol25 entry of this formula, charge and spin): 0.000 eV
* frontier orbital gap (spin up / spin down): 1.560 / 6.454 eV
* DFT total energy: -5235.1107 hartree
* HOMO (spin up / spin down): 0.0898 / -0.0909 hartree

XYZ file:
```
111
Properties=species:S:1:pos:R:3:lowdin_spin:R:1
Ti -0.322 -0.567 0.083 0.91
S 0.083 -0.227 2.172 0.02
P 0.029 1.843 1.589 0.03
C -0.377 1.385 -0.107 0.02
P -0.998 2.677 -1.191 0.00
S -2.948 2.841 -1.253 0.00
C -0.540 2.330 -2.915 0.00
C -1.491 2.464 -3.928 0.00
C -1.051 2.271 -5.253 0.00
C 0.285 2.150 -5.610 0.01
C 1.188 1.857 -4.582 0.01
C 0.740 1.932 -3.277 0.00
C -0.295 4.318 -0.959 0.00
C 0.684 4.862 -1.825 0.01
C 1.312 6.027 -1.392 0.06
C 0.794 6.798 -0.385 0.05
C -0.149 6.282 0.499 0.03
C -0.728 5.043 0.174 0.00
C -1.417 2.591 2.438 0.01
C -1.206 3.588 3.408 0.01
C -2.334 4.012 4.118 0.02
C -3.628 3.660 3.780 0.00
C -3.868 2.818 2.712 0.00
C -2.735 2.232 2.078 0.00
C 1.462 2.636 2.197 0.01
C 1.889 2.292 3.503 0.01
C 3.134 2.887 3.888 0.07
C 3.937 3.654 2.995 0.15
C 3.412 3.919 1.720 0.09
C 2.253 3.353 1.323 0.01
H -2.551 2.706 -3.703 0.00
H -1.822 2.335 -6.062 0.00
H 0.545 2.295 -6.669 0.00
H 2.212 1.493 -4.711 0.01
H 1.549 1.856 -2.511 0.00
H 1.061 4.363 -2.728 0.01
H 2.211 6.408 -1.903 0.04
H 1.141 7.811 -0.237 0.02
H -0.394 6.722 1.456 0.02
H -1.676 4.791 0.648 0.00
H -0.212 3.918 3.749 0.01
H -2.209 4.708 4.943 0.01
H -4.444 3.880 4.516 0.00
H -4.841 2.523 2.391 0.00
H -2.849 1.550 1.212 0.00
H 1.169 1.820 4.208 0.01
H 3.316 2.840 4.970 0.02
H 4.907 3.957 3.251 0.06
H 4.024 4.628 1.127 0.07
H 1.933 3.391 0.339 0.00
C 4.822 0.189 0.002 0.06
O 3.453 -0.216 0.146 0.00
Si 2.813 -1.416 -0.842 0.00
C 4.328 -2.666 -0.798 0.01
C 2.934 -0.616 -2.627 0.01
C 1.197 -2.077 -0.160 0.00
Si 0.421 -2.998 -1.620 0.01
C -0.405 -4.634 -1.379 0.00
C 1.417 -3.300 -3.228 0.00
C -0.888 -1.761 -2.434 0.01
Si 1.398 -3.202 1.376 0.00
C -0.150 -3.620 2.376 0.00
C 2.264 -4.821 0.788 0.00
C 2.531 -2.364 2.646 0.00
H 5.158 0.628 0.959 0.01
H 4.904 0.986 -0.773 0.02
H 5.498 -0.647 -0.288 0.01
H 5.206 -2.262 -1.401 0.00
H 3.994 -3.610 -1.231 0.00
H 4.727 -2.906 0.220 0.00
H 3.469 0.355 -2.634 0.01
H 1.938 -0.433 -2.971 0.00
H 3.422 -1.249 -3.372 0.00
H -1.079 -4.723 -0.540 0.00
H 0.370 -5.452 -1.404 0.00
H -0.959 -4.828 -2.299 0.00
H 2.319 -3.899 -3.128 0.00
H 1.782 -2.317 -3.615 0.00
H 0.648 -3.810 -3.861 0.00
H -1.523 -1.105 -1.769 0.00
H -1.568 -2.524 -2.890 0.00
H -0.498 -1.162 -3.234 0.00
H 0.131 -4.260 3.216 0.00
H -0.993 -4.129 1.810 0.00
H -0.557 -2.724 2.866 0.00
H 1.737 -5.722 1.210 0.00
H 3.322 -4.731 1.127 0.00
H 2.322 -4.886 -0.304 0.00
H 3.365 -3.041 2.767 0.00
H 2.077 -2.243 3.633 0.00
H 2.865 -1.429 2.268 0.00
C -3.980 -0.503 -0.595 0.00
Si -2.946 -1.437 0.709 -0.01
C -3.608 -1.033 2.409 0.00
C -3.652 -3.236 0.560 0.00
C -3.481 -3.827 -0.696 0.00
C -3.734 -5.195 -0.920 0.00
C -4.095 -6.055 0.085 0.00
C -4.449 -5.457 1.299 0.00
C -4.201 -4.120 1.547 0.00
H -5.069 -0.791 -0.545 0.00
H -3.688 -0.719 -1.636 0.00
H -3.893 0.598 -0.497 0.00
H -4.715 -0.877 2.493 0.00
H -3.025 -0.191 2.797 0.00
H -3.464 -1.809 3.126 0.00
H -3.200 -3.268 -1.569 0.00
H -3.642 -5.590 -1.960 0.00
H -4.182 -7.114 -0.112 0.00
H -4.828 -6.020 2.153 0.00
H -4.538 -3.656 2.461 0.00
```

---

DFT (ωB97M-V with the def2-TZVPD basis set) results for a structure of composition C43H59BBr2F9NO16S.

* charge: 0
* spin multiplicity: 1
* frontier orbital gap: 7.544 eV
* DFT total energy: -9402.2184 hartree
* HOMO: -0.3314 hartree

XYZ file:
```
132
Properties=species:S:1:pos:R:3:mulliken_charge:R:1
C 2.459 -0.830 3.983 -1.14
C 2.280 -0.560 2.431 0.29
O 3.260 -1.289 1.613 -0.36
C 2.839 -1.068 0.299 -0.28
C 3.368 0.024 -0.566 0.19
C 4.475 0.973 0.058 -1.21
C 3.866 2.221 0.829 -0.68
C 4.494 2.450 2.257 -0.08
F 4.651 1.239 2.975 -0.16
Br 6.360 3.135 2.016 -0.07
C 3.592 3.409 3.180 0.65
F 2.229 3.284 2.937 -0.21
F 3.781 2.978 4.507 -0.22
Br 4.192 5.273 3.041 -0.12
C 2.880 0.170 -1.962 0.20
F 3.433 1.221 -2.672 -0.37
C 1.861 -0.752 -2.577 0.16
S 1.365 -0.513 -4.310 1.26
O 2.559 0.000 -5.010 -0.69
O 0.955 -1.730 -5.010 -0.57
C 0.118 0.874 -4.395 0.66
F 0.242 1.638 -5.535 -0.25
F 0.427 1.731 -3.321 -0.27
C -1.395 0.444 -4.186 0.70
F -1.776 -0.670 -4.918 -0.24
F -1.750 0.308 -2.861 -0.23
F -2.172 1.537 -4.668 -0.25
C 1.348 -1.830 -1.689 0.90
C 1.827 -2.008 -0.279 0.67
C 1.229 -3.234 0.535 -0.09
O 1.002 -3.206 1.720 -0.53
C 0.916 -4.509 -0.358 0.59
B 1.192 -5.939 0.322 0.51
O 1.878 -6.925 -0.464 -0.65
O 0.858 -6.291 1.644 -0.53
C 0.472 -4.338 -1.653 -0.10
N 0.210 -5.494 -2.526 -0.74
C 1.267 -5.711 -3.174 0.70
O 2.353 -5.856 -3.555 -0.39
C 0.253 -2.861 -2.191 -0.14
O -0.687 -2.562 -2.883 -0.44
H 3.519 -1.117 4.215 0.25
H 1.701 -1.587 4.325 0.36
H 2.202 0.144 4.502 0.25
H 2.383 0.563 2.289 -0.24
H 1.211 -0.791 2.135 0.45
H 5.110 0.315 0.732 0.38
H 5.175 1.300 -0.773 0.58
H 4.074 3.133 0.184 0.29
H 2.745 2.092 0.841 0.57
H 2.810 -6.861 -0.142 0.42
H 1.626 -6.815 1.960 0.31
C 5.956 -2.172 7.246 -1.21
C 4.510 -1.776 7.088 0.79
O 3.923 -1.934 6.039 -0.54
C 3.822 -1.176 8.285 -0.80
H 6.321 -2.589 6.307 0.28
H 6.557 -1.296 7.498 0.34
H 6.051 -2.931 8.026 0.35
H 4.328 -0.255 8.583 0.39
H 3.822 -1.890 9.112 0.37
H 2.789 -0.940 8.026 -0.05
C -1.803 0.610 7.503 -1.16
C -0.296 0.574 7.458 0.77
O 0.297 0.291 6.439 -0.44
C 0.441 0.904 8.731 -0.95
H -2.199 0.352 6.520 0.28
H -2.171 -0.116 8.230 0.33
H -2.143 1.613 7.766 0.34
H 0.172 0.190 9.513 0.33
H 0.199 1.920 9.048 0.38
H 1.515 0.839 8.553 0.14
C 5.161 5.754 -2.671 -1.06
C 4.869 6.147 -1.246 0.78
O 4.814 5.318 -0.361 -0.39
C 4.647 7.610 -0.963 -1.09
H 5.298 4.674 -2.727 0.23
H 4.324 6.035 -3.313 0.33
H 6.077 6.242 -3.011 0.34
H 3.788 7.972 -1.530 0.34
H 5.540 8.179 -1.227 0.35
H 4.447 7.746 0.101 0.22
C -4.732 -1.822 -7.889 -1.19
C -5.683 -1.061 -7.002 0.80
O -6.886 -1.170 -7.125 -0.56
C -5.082 -0.157 -5.957 -0.61
H -5.302 -2.430 -8.592 0.33
H -4.110 -1.125 -8.453 0.32
H -4.106 -2.481 -7.283 0.30
H -4.477 0.612 -6.441 0.30
H -4.469 -0.733 -5.260 0.15
H -5.884 0.326 -5.397 0.13
C -2.967 4.918 -2.757 -0.86
C -2.248 5.887 -3.660 0.85
O -1.687 6.866 -3.216 -0.56
C -2.255 5.589 -5.138 -0.93
H -2.881 5.255 -1.724 0.29
H -4.025 4.875 -3.025 0.32
H -2.515 3.928 -2.842 0.10
H -3.281 5.576 -5.510 0.31
H -1.773 4.627 -5.326 0.18
H -1.701 6.367 -5.665 0.30
C 4.865 -4.332 1.337 -0.47
C 5.431 -5.449 0.499 0.75
O 4.732 -6.364 0.108 -0.58
C 6.896 -5.388 0.163 -1.23
H 3.799 -4.505 1.502 -0.02
H 5.367 -4.303 2.306 0.46
H 4.988 -3.379 0.820 0.04
H 7.489 -5.406 1.080 0.33
H 7.110 -4.482 -0.406 0.32
H 7.165 -6.254 -0.443 0.34
C -9.645 -0.025 -2.697 -0.95
C -8.932 0.950 -3.596 0.92
O -8.374 1.933 -3.147 -0.60
C -8.936 0.660 -5.075 -1.09
H -9.561 0.307 -1.665 0.20
H -10.702 -0.073 -2.965 0.35
H -9.189 -1.013 -2.784 0.28
H -9.962 0.642 -5.447 0.44
H -8.449 -0.298 -5.267 0.21
H -8.387 1.443 -5.599 0.26
C -7.448 -1.452 1.324 -1.10
C -8.880 -1.026 1.125 0.85
O -9.439 -1.174 0.058 -0.54
C -9.590 -0.411 2.303 -1.13
H -7.065 -1.876 0.396 0.28
H -6.838 -0.587 1.592 0.32
H -7.391 -2.211 2.107 0.34
H -9.074 0.499 2.615 0.32
H -9.627 -1.125 3.129 0.35
H -10.610 -0.154 2.016 0.29
```

---

Q: Look up the DFT total energy of the first one.
A: -6417.8220 hartree